1.
This record from the Open Molecules 2025 dataset describes the ion C3H6NO2 with charge +1. The level of theory is wB97M-V/def2-TZVPD.

Last column: Mulliken charge in e.
Atoms and positions in Å:
O 0.959 1.644 -0.177  -0.445
O -3.020 -0.523 -0.252  -0.160
N -1.824 -0.166 -0.016  0.299
C 1.349 -0.696 -0.517  -1.049
C -0.715 0.094 0.169  -0.011
C 0.670 0.439 0.424  0.276
H 1.816 -1.477 0.052  0.308
H 0.458 -1.037 -1.201  0.316
H 0.704 2.262 0.514  0.342
H -3.404 -0.802 0.580  0.426
H 2.055 -0.078 -1.145  0.334
H 0.954 0.340 1.567  0.365

- ΔE to the lowest compared entry with this formula, charge and spin (eV) = 5.3069
- HOMO energy (alpha / beta) (hartree) = -0.4151 / -0.5743
- HOMO-LUMO gap (alpha / beta) (eV) = 7.23 / 5.63
- LUMO level (alpha / beta) (eV) = -4.068 / -10.002
- multiplicity = 3
- total charge = +1

2.
This record from the Open Molecules 2025 dataset describes a cluster of 9 separate species, C51H98N2O11S3 in total. The level of theory is wB97M-V/def2-TZVPD.

Last column: Mulliken charge in e.
Atoms and positions in Å:
S 0.569 0.974 -4.188  -0.386
S 7.006 1.041 -2.114  -0.241
S 5.614 2.078 0.263  -0.292
O -5.879 3.438 1.008  -0.479
O 0.640 -3.861 4.055  -0.471
O -1.917 -0.438 -0.639  -0.110
O -3.727 3.420 7.141  -0.452
O -0.270 2.522 1.067  -0.726
O -4.369 -4.177 2.100  -0.263
O 2.410 -2.980 -5.696  -0.396
O 5.780 2.372 -5.403  -0.297
O 3.173 6.412 2.788  -0.394
O 0.195 0.326 0.784  0.203
O -9.305 -5.957 0.551  -0.370
N 4.881 -0.221 -1.035  0.549
N 0.692 1.048 -1.404  -0.525
C 5.939 3.050 -7.663  -0.607
C 0.663 1.004 -2.631  0.530
C -1.068 -2.981 2.667  -0.024
C 6.549 -1.685 0.060  -1.148
C 4.976 2.743 -6.524  -0.303
C -0.685 -1.017 -0.958  -1.285
C -3.267 1.919 5.372  -0.265
C 2.011 1.929 1.286  2.762
C 0.226 -3.277 -6.553  -0.504
C 3.249 6.203 4.201  -0.391
C -5.341 4.484 1.820  -0.582
C 7.100 2.110 -7.348  -0.612
C -0.441 -4.806 4.030  -0.642
C 2.395 1.155 2.566  -1.694
C -11.384 -6.367 1.602  -0.594
C 2.230 -1.852 -1.553  -1.281
C 8.864 -0.700 0.534  -1.160
C 3.135 -1.186 -2.612  0.222
C 1.413 -3.981 -5.910  -0.412
C 5.217 3.983 -1.831  -0.939
C -10.285 -6.133 -0.478  -0.504
C -6.685 -4.299 1.616  0.022
C 0.966 6.213 3.605  -0.226
C -3.523 3.394 0.769  0.090
C -5.468 -5.096 2.062  -0.701
C 1.883 6.569 4.770  -0.606
C -3.951 1.155 6.502  -0.593
C -2.460 0.385 -1.658  -0.569
C 0.230 -2.666 3.388  -0.021
C -3.875 4.141 2.049  0.336
C 7.129 2.157 -5.827  -0.386
C -6.048 -3.239 0.721  -0.759
C 4.231 3.626 -2.941  -0.508
C 2.054 -1.787 -6.401  0.394
C -4.743 -2.955 1.452  0.073
C 4.714 3.480 -0.477  0.019
C -11.454 -6.869 0.163  -0.549
C 1.808 6.608 2.404  -0.422
C -4.813 2.633 0.495  -0.328
C -1.677 -4.043 3.570  -0.318
C 8.049 -1.705 -0.304  -0.511
C -9.881 -6.269 1.823  -0.326
C 0.915 -2.163 -7.338  -0.559
C 0.560 1.632 1.017  -0.385
C 3.911 0.022 -2.131  -1.091
C 0.511 -0.155 -0.552  1.820
C 5.574 -1.514 -1.122  -0.562
C -3.620 3.360 5.718  -0.192
C -3.744 2.097 7.681  -0.504
C 1.791 -0.963 -0.392  0.234
C 5.804 0.864 -1.051  0.201
H 5.497 2.891 -8.645  0.343
H -3.537 0.163 6.677  0.330
H -0.181 -5.602 3.323  0.313
H -4.878 -2.184 2.219  0.131
H -4.983 2.448 -0.567  0.238
H -0.625 -1.913 -0.345  0.300
H 1.582 6.000 1.526  0.190
H -5.593 -5.545 3.049  0.309
H -9.606 -5.496 2.542  0.248
H 7.502 1.235 -5.379  0.235
H -2.783 1.910 8.173  0.275
H 1.680 7.663 2.139  0.339
H 2.532 -0.840 -3.446  -0.710
H 1.654 6.039 5.693  0.339
H 9.091 0.209 -0.014  0.235
H -3.772 3.473 2.906  -0.625
H 1.397 -2.319 -2.071  0.402
H -9.840 -6.683 -1.307  0.273
H 8.358 -0.439 1.456  0.304
H -1.696 -2.102 2.527  0.353
H 2.582 -0.312 -0.044  -0.473
H -3.328 4.105 -0.039  0.276
H 5.251 5.069 -1.789  0.438
H 8.044 2.411 -7.798  0.358
H 4.199 2.560 -3.117  -0.221
H -10.588 -5.145 -0.840  0.285
H 1.516 1.103 3.206  0.410
H -5.230 -5.890 1.346  0.338
H 6.273 4.089 -7.604  0.282
H 1.731 -1.041 -5.669  -0.522
H 7.742 2.990 -5.466  0.274
H 3.773 -1.952 -3.042  0.655
H 9.819 -1.135 0.817  0.364
H 1.557 -1.620 0.442  -0.326
H -3.939 -2.639 0.785  -0.035
H 3.479 5.147 4.380  0.211
H 4.856 -2.319 -1.038  0.204
H 1.313 -2.557 -8.277  0.274
H -6.660 -2.348 0.590  0.409
H 1.164 -4.449 -4.956  0.271
H -5.843 -3.660 -0.266  0.288
H 0.079 -1.889 4.146  0.192
H 6.865 1.100 -7.690  0.274
H -5.914 4.551 2.746  0.285
H 8.455 -2.682 -0.065  0.461
H 2.668 0.131 2.345  0.300
H -9.467 -7.224 2.165  0.260
H -2.551 -0.138 -2.608  0.345
H 1.829 7.641 4.972  0.296
H -5.017 1.047 6.289  0.295
H 4.059 6.807 4.612  0.284
H 4.353 3.597 -6.253  0.265
H -3.459 0.651 -1.335  0.077
H 4.320 1.901 -6.773  0.163
H -4.586 3.648 5.287  0.161
H 3.239 3.917 -2.594  0.475
H -11.841 -5.377 1.675  0.285
H 2.102 2.989 1.473  0.430
H 4.828 4.270 0.259  0.552
H -2.162 -3.568 4.427  0.281
H 3.650 3.274 -0.515  -0.112
H -0.631 -1.344 -1.997  0.456
H -3.603 1.626 4.378  0.306
H 1.022 -2.339 2.711  -0.070
H 6.089 -1.665 -2.071  0.559
H 4.399 4.186 -3.851  0.329
H -4.824 1.671 1.022  0.211
H -11.281 -7.947 0.135  0.261
H 1.827 -4.748 -6.573  0.257
H -2.186 1.773 5.422  0.121
H 6.226 3.653 -2.046  0.322
H -0.556 -5.248 5.020  0.313
H 0.004 6.723 3.632  0.328
H -3.258 5.021 2.228  0.505
H 8.206 -1.528 -1.361  0.363
H -0.419 -2.846 -5.784  0.178
H -2.406 -4.668 3.073  0.125
H 0.787 5.135 3.581  0.073
H 2.930 -1.403 -6.926  0.280
H 2.775 -2.681 -1.113  0.477
H 6.328 -0.953 0.828  0.425
H 3.174 0.726 -1.744  0.104
H -2.866 4.073 5.380  0.246
H -7.158 -3.821 2.478  0.236
H -0.377 -3.942 -7.170  0.372
H -0.851 -3.407 1.682  0.047
H 6.330 -2.646 0.519  0.498
H -1.895 1.310 -1.741  0.215
H -11.874 -7.021 2.321  0.341
H 3.163 1.687 3.112  0.429
H -5.447 5.431 1.279  0.296
H -2.655 2.745 0.868  -0.189
H 2.638 1.637 0.450  -1.903
H 0.264 -1.322 -7.572  0.339
H -4.535 2.024 8.428  0.281
H -12.402 -6.663 -0.330  0.338
H -7.432 -4.911 1.112  -0.021
H 4.356 0.514 -2.993  0.413

- SMILES = CCCCN(CCCC[C@](COC)(N=C=S)OC(=O)CC)C(=S)SCCC.C1CCOC1.C1CCOC1.C1CCOC1.C1CCOC1.C1CCOC1.C1CCOC1.C1CCOC1.C1CCOC1
- HOMO energy (hartree) = -0.3012
- HOMO-LUMO gap (eV) = 7.78
- LUMO level (eV) = -0.422
- multiplicity = 1
- total charge = 0

3.
This record from the Open Molecules 2025 dataset describes a cluster of 3 separate species, C3H14NO2 in total. The level of theory is wB97M-V/def2-TZVPD.

Last column: Mulliken charge in e.
Atoms and positions in Å:
O 0.296 -1.967 1.788  -0.644
O 0.409 -0.742 -2.555  -0.614
N -0.712 0.089 0.003  -0.011
C 0.349 1.143 -0.167  -0.321
C 1.683 0.770 0.455  -1.151
C -2.075 0.643 0.256  -0.922
H -0.006 2.020 0.359  0.358
H -2.418 1.157 -0.638  0.384
H -0.031 -0.603 -3.403  0.313
H -0.722 -0.516 -0.821  0.407
H 0.419 1.368 -1.222  0.281
H -2.738 -0.174 0.488  0.372
H 1.561 0.625 1.530  0.345
H -0.481 -0.519 0.802  0.249
H -2.003 1.359 1.071  0.366
H 2.336 1.634 0.354  0.388
H 0.937 -2.615 1.483  0.304
H 0.355 -1.907 2.747  0.310
H 2.173 -0.097 0.038  0.291
H 0.670 -1.671 -2.569  0.294

- ΔE to the lowest compared entry with this formula, charge and spin (eV) = 0.2919
- HOMO energy (hartree) = -0.5857
- HOMO-LUMO gap (eV) = 13.00
- LUMO level (eV) = -2.938
- multiplicity = 1
- total charge = +1

4.
This record from the Open Molecules 2025 dataset describes a cluster of 2 separate species, C25H34Br2N3O5Si2 in total. The level of theory is wB97M-V/def2-TZVPD.

Last column: Mulliken charge in e.
Atoms and positions in Å:
Br -0.787 7.757 3.783  -0.190
Br -1.751 6.747 0.754  -0.110
Si 1.374 -3.720 -5.228  0.480
Si 1.360 -2.294 -2.469  0.459
O 0.795 -0.203 0.713  -0.855
O 1.591 2.303 2.959  -0.167
O 1.530 1.590 -0.350  -0.773
O 1.861 -2.745 -3.996  -0.544
O 3.613 1.318 3.223  -0.640
N -4.172 1.526 2.002  -0.746
N -5.480 -0.410 1.996  -0.606
N -1.963 -0.115 0.928  -0.189
C -0.481 4.889 4.458  -0.997
C -1.397 3.969 1.802  0.810
C -0.512 1.821 0.990  1.605
C -1.817 1.213 1.224  0.116
C 1.054 3.864 1.111  -1.338
C 1.255 -3.804 -1.357  -1.052
C 0.504 0.192 4.624  -0.967
C 2.537 -1.079 -1.697  -0.433
C -1.284 5.438 2.127  -1.090
C 2.412 1.265 3.253  0.506
C -0.295 3.179 1.291  -0.429
C -3.429 -3.228 0.897  -0.066
C 0.661 1.004 0.420  0.500
C 2.578 -3.644 -6.659  -1.060
C -0.315 -3.193 -5.852  -1.011
C -2.648 3.383 2.009  -0.157
C 2.169 3.226 2.028  -0.849
C -4.238 0.234 1.738  0.345
C -3.161 -0.587 1.208  0.843
C 1.264 -5.502 -4.648  -1.015
C 1.737 -0.047 3.683  -0.053
C -0.888 5.861 3.332  0.294
C -2.905 1.987 1.743  0.093
C -0.329 -1.487 -2.547  -0.493
C -3.391 -2.027 0.960  -1.380
H -1.077 3.972 4.366  0.255
H 2.242 -4.299 -7.467  0.294
H 1.022 4.948 1.298  0.440
H 2.598 4.055 2.622  0.526
H -0.307 -2.137 -6.132  0.273
H 2.470 -0.641 4.253  0.381
H 0.479 -4.494 -1.702  0.314
H -3.216 -4.283 0.884  0.447
H 1.453 -0.656 2.811  -0.015
H -0.322 -0.648 -3.247  0.289
H 1.031 -6.165 -5.485  0.379
H -0.432 0.138 4.049  0.171
H 0.483 -5.617 -3.894  0.287
H 2.201 -0.784 -0.708  -0.125
H -0.752 5.360 5.416  0.515
H -3.472 3.996 2.389  0.488
H -1.092 -2.200 -2.876  0.321
H -0.602 -3.780 -6.728  0.377
H -6.167 0.340 1.935  0.283
H 2.652 -2.629 -7.054  0.280
H 1.013 -3.502 -0.336  0.406
H -1.075 -3.336 -5.082  0.294
H 0.483 -0.655 5.334  0.368
H 2.605 -0.173 -2.302  0.240
H 2.912 2.767 1.366  0.401
H 2.207 -4.340 -1.344  0.264
H -0.613 -1.113 -1.560  -0.080
H 3.574 -3.967 -6.351  0.278
H 2.212 -5.822 -4.209  0.272
H -5.691 -1.075 1.257  0.292
H 0.602 4.719 4.383  0.143
H 3.540 -1.513 -1.609  0.416
H 1.393 3.728 0.072  0.457
H 0.594 1.125 5.201  0.234

- ΔE to the lowest compared entry with this formula, charge and spin (eV) = 0.9590
- HOMO energy (hartree) = -0.1890
- HOMO-LUMO gap (eV) = 6.83
- LUMO level (eV) = 1.685
- multiplicity = 1
- total charge = -1

5.
This record from the Open Molecules 2025 dataset describes an isolated molecule of C5H7NO. The level of theory is wB97M-V/def2-TZVPD.

Last column: Mulliken charge in e.
Atoms and positions in Å:
O 0.449 -0.917 -1.785  -0.489
N 0.217 -0.447 0.528  0.251
C -1.352 0.505 -0.794  -0.485
C -1.590 0.894 0.605  -0.245
C 1.659 -0.201 0.728  -0.898
C -0.267 -0.271 -0.828  0.335
C -0.695 0.420 1.512  -0.933
H 1.876 0.822 0.418  0.317
H 1.862 -0.307 1.793  0.366
H 0.063 -0.713 -2.646  0.339
H -2.427 1.524 0.891  0.390
H -1.949 0.788 -1.655  0.370
H 2.246 -0.908 0.136  0.331
H 0.002 -1.395 0.843  0.349

- ΔE to the lowest compared entry with this formula, charge and spin (eV) = 3.9388
- HOMO energy (hartree) = -0.2887
- HOMO-LUMO gap (eV) = 8.28
- LUMO level (eV) = 0.426
- multiplicity = 1
- total charge = 0